Entry 1:
Computed, not measured: a molecular structure, C19H11AsMoN3O15S in a non-equilibrium geometry, with ωB97M-V/def2-TZVPD.

Structure (XYZ):
```
51
Properties=species:S:1:pos:R:3
Mo 5.55364 -16.89133 -6.13302
O 5.15677 -20.66829 -7.32962
C 5.22918 -19.50616 -7.43140
O 5.12070 -18.69449 -6.31334
C 5.37307 -18.68879 -8.63158
C 5.43334 -19.10320 -9.94791
C 5.50847 -18.22905 -11.01684
C 5.59870 -16.87021 -10.70474
C 5.51355 -16.49883 -9.35937
N 5.43230 -17.34291 -8.33262
H 5.32223 -20.14542 -10.17242
H 5.63211 -18.55726 -12.04423
H 5.67493 -16.10120 -11.43104
H 5.44504 -15.43237 -9.20544
O 7.63121 -14.15392 -8.22686
C 7.54483 -15.12958 -7.56152
O 6.45117 -15.45824 -6.78727
C 8.66104 -16.09397 -7.31184
C 9.88150 -15.74113 -7.82300
C 11.02588 -16.44176 -7.45702
C 10.92799 -17.65775 -6.86863
C 9.61989 -18.04421 -6.44629
C 8.49503 -17.30608 -6.62057
O 7.28050 -17.75255 -6.27345
N 9.54545 -19.49014 -5.81222
O 10.43557 -20.28760 -6.07570
O 8.58115 -19.73796 -5.12497
N 12.37390 -15.89388 -7.65139
O 13.22437 -16.65545 -7.35995
O 12.45178 -14.76511 -8.03055
H 9.98910 -14.81740 -8.39424
H 11.81920 -18.22917 -6.61658
O 5.04067 -16.81586 -1.93574
As 4.95563 -15.42828 -2.95356
O 5.98055 -14.27056 -2.68653
O 5.58657 -16.45109 -4.45315
C 3.08877 -15.51000 -3.21762
C 2.37036 -16.02048 -2.13020
C 1.00544 -16.07810 -2.13609
C 0.21962 -15.72198 -3.23610
C 0.95278 -15.35229 -4.40233
C 2.37848 -15.23237 -4.39500
S 3.16227 -14.75506 -5.90088
O 2.19694 -14.37068 -6.84820
O 4.29171 -13.92080 -5.66260
O 3.64984 -16.16261 -6.44787
H 5.92740 -16.69026 -1.49148
H 2.76990 -16.32838 -1.19562
H 0.59541 -16.55809 -1.24485
H -0.83471 -15.74956 -3.15368
H 0.42949 -14.97428 -5.28372
```

Properties
- HOMO: -0.4877 Eh
- LUMO level: -6.33 eV
- E: -4725.260413 Ha
- Charge: +1

***

Entry 2:
Computed, not measured: 2 unconnected molecules or ions with the total composition C3H8NS in a non-equilibrium geometry, with ωB97M-V/def2-TZVPD.

Structure (XYZ):
```
13
Properties=species:S:1:pos:R:3
C 2.38849 0.73918 0.50780
S 2.26486 -0.13178 -1.07804
H 2.46195 0.06422 1.37395
H 3.22540 1.44086 0.57310
H 1.47847 1.29431 0.73462
C -1.81916 0.51415 -0.13644
C -1.18925 -1.68702 -0.47617
N -2.04437 -0.77386 -0.69682
H -0.78752 0.86545 -0.25683
H -2.02950 0.54619 0.94701
H -2.45824 1.24058 -0.64815
H -1.21370 -2.67683 -0.92491
H -0.27744 -1.43547 0.08089
```

Properties
- HOMO (alpha / beta): 0.1584 / 0.0192 Eh
- LUMO level (alpha / beta): 6.54 / 6.48 eV
- E: -571.867786 Ha
- Charge: -2
- Multiplicity: 2
- <S²>: 0.7511

***

Entry 3:
Computed, not measured: a molecular structure, C56H49F12N5O5Ta, with ωB97M-V/def2-TZVPD.

Structure (XYZ):
```
128
Properties=species:S:1:pos:R:3
Ta -0.52140 -0.70730 -0.44173
C 3.31237 -5.92775 -2.75046
C 2.91433 -4.71624 -1.95358
C 3.64798 -3.54271 -1.98643
C 3.22998 -2.42242 -1.29176
C 2.06739 -2.41447 -0.51510
N 1.55229 -1.25577 0.10813
C 2.45108 -0.37690 0.69467
C 3.80085 -0.73681 0.93962
C 4.76508 0.16087 1.33563
C 4.45963 1.50099 1.56151
C 5.50845 2.51316 1.93176
C 3.11911 1.82658 1.50875
C 2.11772 0.92120 1.15375
C 0.69598 1.32938 1.48279
O -0.23554 0.37156 1.14897
C 0.25669 2.71588 0.87311
F 0.28967 3.71598 1.84172
F 0.22593 0.82821 -1.30622
F -1.06443 2.62697 0.55632
C 0.57509 1.36623 3.03997
F -0.68142 1.64926 3.42233
F 0.86812 0.15997 3.54075
F 1.37818 2.24145 3.66200
C 1.33443 -3.61704 -0.46488
C 1.76378 -4.72827 -1.17766
C 0.08274 -3.64353 0.41244
O -0.73447 -2.55230 0.20676
C -0.81967 -4.86652 0.09788
F -1.08448 -4.93315 -1.20904
F -0.26133 -6.04030 0.46721
F -1.99767 -4.79750 0.72133
C 0.52944 -3.72638 1.91755
F 1.70490 -4.37144 2.03621
F -0.34954 -4.40885 2.67784
F 0.67299 -2.52647 2.46880
H 4.33044 -5.82990 -3.12958
H 3.26457 -6.83568 -2.14604
H 2.65084 -6.06956 -3.60812
H 4.54968 -3.48069 -2.58701
H 3.81070 -1.51825 -1.37774
H 4.09448 -1.76477 0.80023
H 5.78287 -0.19321 1.46706
H 6.38236 2.44189 1.28010
H 5.11367 3.52694 1.84774
H 5.85937 2.38238 2.95909
H 2.82147 2.83385 1.77811
H 1.19732 -5.64587 -1.14948
C -3.31537 3.03230 2.76629
C -3.67812 1.90861 3.69754
C -3.54090 2.11512 5.06988
C -3.93959 1.17582 6.00323
C -4.49330 -0.02051 5.56747
C -4.61218 -0.25849 4.21277
C -4.20071 0.68760 3.27516
N -4.45745 0.41541 1.89450
C -3.40964 0.23578 0.92225
N -3.53600 1.12596 -0.08154
C -3.22648 0.87073 -1.43783
C -2.28051 -0.09257 -1.78646
C -2.26972 -0.39818 -3.16252
C -3.03379 0.27110 -4.10034
C -3.86095 1.31299 -3.70182
C -3.98449 1.61767 -2.36081
C -4.92470 2.70527 -1.91039
N -2.52286 -0.70073 0.92976
C -2.72219 -1.68339 1.95867
C -2.01018 -1.61483 3.14273
C -2.25733 -2.53237 4.15220
C -3.22321 -3.50882 3.97692
C -3.91850 -3.58254 2.77663
C -3.66991 -2.68633 1.74409
C -4.35920 -2.81144 0.41389
H -4.08820 3.80582 2.80057
H -3.19493 2.71924 1.73514
H -2.37300 3.48817 3.06442
H -3.11272 3.05409 5.40249
H -3.81917 1.37461 7.06037
H -4.80486 -0.77764 6.27559
H -4.99011 -1.21234 3.85973
H -5.07076 -0.38962 1.82974
H -4.29915 1.75954 0.09141
H -1.63914 -1.19551 -3.52053
H -2.96601 -0.00498 -5.14564
H -4.43840 1.87477 -4.42819
H -5.36640 3.20236 -2.77314
H -4.41629 3.47078 -1.31608
H -5.75236 2.31820 -1.30570
H -1.27299 -0.83548 3.26698
H -1.69459 -2.47418 5.07499
H -3.42224 -4.22841 4.76125
H -4.64565 -4.37169 2.62106
H -4.88058 -3.76583 0.34387
H -3.63746 -2.74651 -0.40183
H -5.09775 -2.01988 0.24258
O 0.28837 -2.77219 -4.04298
C 0.62934 -1.88536 -3.28101
O 0.02593 -1.62192 -2.16858
C 1.81519 -1.01238 -3.66628
C 2.39769 -1.20400 -4.94858
C 3.50091 -0.47915 -5.27756
C 4.04983 0.42727 -4.33438
C 5.22433 1.18339 -4.56012
C 5.72100 1.99493 -3.57850
C 5.06960 2.09169 -2.32739
C 3.92446 1.38653 -2.08718
C 3.39014 0.54384 -3.09323
N 2.27409 -0.16838 -2.79221
H 1.95062 -1.92697 -5.61487
H 3.97892 -0.59338 -6.24440
H 5.72841 1.09836 -5.51617
H 6.62636 2.56266 -3.75509
H 5.48415 2.72605 -1.55303
H 3.39768 1.43671 -1.14085
C 1.23447 3.86446 -2.33995
C 0.82916 4.27554 -0.93358
C -0.60116 4.79991 -0.94061
C 1.78996 5.31095 -0.36317
O 1.01479 3.04609 -0.16771
H 1.13033 4.71310 -3.01932
H 0.60547 3.04230 -2.68177
H 2.27148 3.53255 -2.35770
H -0.62034 5.68804 -1.57529
H -0.94173 5.08367 0.05415
H -1.28625 4.06246 -1.35658
H 1.78659 6.20574 -0.98860
H 2.80227 4.90468 -0.34499
H 1.50596 5.59040 0.65087
```

Properties
- HOMO: -0.1602 Eh
- LUMO level: 2.40 eV
- E: -4069.200576 Ha
- Charge: -1

***

Entry 4:
Computed, not measured: a molecular structure, C2H7S2 in a non-equilibrium geometry, with ωB97M-V/def2-TZVPD.

Structure (XYZ):
```
11
Properties=species:S:1:pos:R:3
C -0.03604 1.06025 -0.74850
C 0.50114 0.80359 0.64597
S -0.60384 -0.10541 1.73853
H -1.05642 1.40713 -0.65357
H -0.12822 0.14625 -1.32062
H 0.52521 1.88422 -1.24449
H 0.54167 1.76769 1.10420
H 1.49690 0.32681 0.63841
S 0.02818 -2.41569 -0.47060
H -0.30821 -1.53182 0.65785
H -0.96038 -3.34302 -0.34719
```

Properties
- HOMO: -0.1050 Eh
- LUMO level: 3.81 eV
- E: -876.794356 Ha
- Charge: -1

***

Entry 5:
Computed, not measured: a gas-phase ion, C8H12NO2 (charge +1) in a non-equilibrium geometry, with ωB97M-V/def2-TZVPD.

Structure (XYZ):
```
23
Properties=species:S:1:pos:R:3
C -0.28728 2.15521 0.07645
C -1.47493 1.52268 -0.13128
C 0.75123 1.20270 0.46182
C 0.26803 -0.01558 0.70489
C 2.40466 -0.26516 0.43826
C -1.34890 0.06435 0.22957
C 2.81538 -0.80181 -1.01774
C -2.32727 -0.42892 1.30477
N -1.30448 -0.86483 -0.99194
O 2.14146 1.15810 0.43309
O 1.15414 -0.95468 0.77844
H -0.20960 3.20283 -0.13603
H -2.30036 2.13800 -0.40968
H 3.14654 -0.45352 1.11317
H 3.74626 -1.39292 -0.90928
H 2.88883 0.08061 -1.60331
H 2.11729 -1.56361 -1.40539
H -3.34854 -0.45958 0.71882
H -2.60956 0.36960 2.09751
H -2.43389 -1.28559 1.92870
H -0.57511 -0.60444 -1.67157
H -2.23878 -1.10375 -1.50331
H -0.97513 -1.69971 -0.50596
```

Properties
- HOMO (alpha / beta): -0.3422 / -0.5025 Eh
- LUMO level (alpha / beta): -3.30 / -5.33 eV
- E: -516.799020 Ha
- Charge: +1
- Multiplicity: 3
- <S²>: 2.0102

***

For reference, energy relative to the best compared isomer or geometry (same formula, charge and spin) by record: 0.387; 1.194; 0.000; 0.425; 2.950 eV.